Computed, not measured: a structure of composition C5H8N2 at a distorted geometry, with ωB97M-V with the def2-TZVPD basis set.

Last column: Löwdin charge in e.
Atoms and positions in Å:
1 C -0.21 -0.22 0.80  -0.28
2 C -1.26 0.88 0.67  -0.08
3 N -0.10 -0.50 -1.97  -0.04
4 C -0.44 -1.45 0.05  -0.20
5 N -0.44 -1.55 -1.27  -0.08
6 C 1.18 0.50 0.11  -0.15
7 C 2.23 0.97 0.52  0.15
8 H 0.04 -0.43 1.84  0.13
9 H 0.15 -0.81 -2.91  0.07
10 H 0.76 0.22 -1.19  0.12
11 H -0.46 -2.39 0.57  0.09
12 H -0.92 1.80 1.14  0.08
13 H -1.50 1.06 -0.37  0.07
14 H -2.17 0.55 1.19  0.08
15 H 3.16 1.38 0.81  0.04

Properties
* total energy: -8289.474 eV
* E_HOMO (spin up / spin down): -8.19 / -8.19 eV
* energy relative to the best compared isomer or geometry (same formula, charge and spin): 532.86 kJ/mol
* E_LUMO (spin up / spin down): 0.0 / 0.0 eV